[1]
Formula: C19H21N3O5S
Source: the Open Molecules 2025 dataset
Level of theory: ωB97M-V/def2-TZVPD

Results
LUMO (eV): -0.73
HOMO-LUMO gap (eV): 8.1904
Relative energy (zero: lowest compared OMol25 entry of this formula, charge and spin) (kcal/mol): 108.7
E (eV): -45583.608

Each line ends with the Mulliken charge.
Cartesian coordinates (Å):
C (-3.8142, 2.3026, 0.9052)  -1.14
C (-2.5636, 2.3261, 1.7805)  -0.49
N (-1.3129, 2.5298, 1.0850)  0.18
C (-1.0104, 3.7987, 0.4473)  -0.57
C (-1.4958, 3.9209, -0.9940)  -0.76
S (-0.6952, 1.1721, 0.3601)  1.57
O (0.5408, 1.5338, -0.2723)  -0.57
O (-1.6603, 0.4636, -0.4375)  -0.74
C (-0.2784, 0.1306, 1.7618)  -0.49
C (0.5194, 0.6141, 2.7814)  -0.52
C (0.9412, -0.2648, 3.7664)  -0.97
C (0.6454, -1.6150, 3.6758)  -0.62
C (-0.1132, -2.1066, 2.6138)  -0.20
N (-0.3149, -3.4796, 2.4764)  -0.07
C (-0.3613, -4.2284, 1.3206)  0.14
O (-0.5832, -5.4161, 1.3735)  -0.64
C (-0.1181, -3.4680, 0.0695)  -0.59
C (0.9779, -2.7278, -0.1178)  -0.06
C (1.1919, -1.7454, -1.1656)  0.85
C (2.3878, -1.0187, -1.1598)  -0.57
C (2.5588, 0.0697, -1.9845)  -0.48
C (1.5213, 0.4470, -2.8282)  -0.17
N (1.6484, 1.6456, -3.6072)  1.07
O (0.6684, 2.0374, -4.2069)  -0.63
O (2.7263, 2.2031, -3.6210)  -0.63
C (0.3452, -0.2909, -2.8910)  -0.43
C (0.1881, -1.3845, -2.0702)  -0.38
C (-0.6359, -1.1978, 1.6928)  0.20
H (-4.6632, 1.9652, 1.4949)  0.42
H (-3.6622, 1.6163, 0.0769)  0.26
H (-4.0388, 3.2924, 0.5176)  0.30
H (-2.6498, 3.1032, 2.5475)  0.46
H (-2.4585, 1.3605, 2.2852)  0.20
H (0.0794, 3.8849, 0.4569)  0.23
H (-1.4330, 4.5899, 1.0721)  0.42
H (-1.1410, 4.8569, -1.4185)  0.40
H (-2.5793, 3.8970, -1.0586)  0.22
H (-1.0947, 3.0987, -1.5807)  0.16
H (0.7911, 1.6565, 2.7937)  0.55
H (1.5350, 0.0946, 4.5927)  0.41
H (1.0234, -2.3002, 4.4204)  0.43
H (-0.3203, -4.0309, 3.3266)  0.26
H (-0.8957, -3.5519, -0.6752)  0.47
H (1.7587, -2.7594, 0.6336)  0.25
H (3.1729, -1.2970, -0.4722)  0.40
H (3.4617, 0.6598, -1.9629)  0.48
H (-0.4416, 0.0243, -3.5585)  0.45
H (-0.7389, -1.9325, -2.1016)  0.23
H (-1.2975, -1.5042, 0.9004)  0.69

Cartesian forces (eV/Å) of the 3 atoms listed first:
0.167 0.028 0.103
-0.500 -0.210 0.147
0.516 -0.968 -0.339

[2]
Formula: C6H8N2O
Source: the Open Molecules 2025 dataset
Level of theory: ωB97M-V/def2-TZVPD

Results
LUMO (eV): 0.80
HOMO-LUMO gap (eV): 9.1813
Relative energy (zero: lowest compared OMol25 entry of this formula, charge and spin) (kcal/mol): 55.8
E (eV): -11376.928

Each line ends with the Mulliken charge.
Cartesian coordinates (Å):
C (1.9533, 1.0761, 0.7228)  -0.93
C (2.2361, -0.1345, -0.1341)  0.60
O (3.2687, -0.7044, -0.3548)  -0.59
N (1.0624, -0.7309, -0.7132)  -0.22
C (-0.3596, -0.3414, -0.4563)  -0.02
C (-1.1177, 0.6906, -0.9318)  -0.65
C (-2.4044, 0.5708, -0.3588)  -0.70
C (-2.3385, -0.5637, 0.4539)  -0.37
N (-1.1161, -1.2432, 0.3440)  0.03
H (1.6073, 0.5941, 1.5961)  0.28
H (1.0519, 1.6290, 0.4263)  0.30
H (2.9879, 1.4961, 0.7386)  0.31
H (1.2395, -1.7740, -1.0253)  0.29
H (-0.7690, 1.3118, -1.5430)  0.80
H (-3.1622, 1.1612, -0.4232)  0.61
H (-3.2404, -1.1250, 0.8421)  0.30
H (-0.8991, -1.9124, 0.8166)  -0.05

Cartesian forces (eV/Å) of the 3 atoms listed first:
1.374 -0.600 -1.536
-3.169 -1.342 -1.503
0.950 0.521 0.504

[3]
Formula: C4H5NO
Source: the Open Molecules 2025 dataset
Level of theory: ωB97M-V/def2-TZVPD

Results
LUMO (eV): 0.36
HOMO-LUMO gap (eV): 10.1085
Relative energy (zero: lowest compared OMol25 entry of this formula, charge and spin) (kcal/mol): 27.2
E (eV): -7765.347

Each line ends with the Mulliken charge.
Cartesian coordinates (Å):
O (2.0743, 0.6204, -0.2576)  -0.49
C (0.7956, 0.4644, 0.2724)  0.32
C (0.2102, -0.9304, 0.3244)  -0.62
C (-1.0914, -0.8203, 0.0400)  -0.11
C (-1.3106, 0.5970, -0.3215)  -0.34
N (-0.2530, 1.3204, -0.2897)  -0.52
H (2.0689, 0.3201, -1.1748)  0.33
H (0.8705, 0.8103, 1.3133)  0.26
H (0.7668, -1.8116, 0.6222)  0.38
H (-1.8541, -1.5906, 0.0623)  0.39
H (-2.2772, 1.0204, -0.5911)  0.39

Cartesian forces (eV/Å) of the 3 atoms listed first:
-0.029 -0.057 -0.285
-0.068 -0.083 0.225
-0.135 0.030 0.037

[4]
Formula: C5H11NO
Source: the Open Molecules 2025 dataset
Level of theory: ωB97M-V/def2-TZVPD

Results
LUMO (eV): 0.78
HOMO-LUMO gap (eV): 9.5238
Relative energy (zero: lowest compared OMol25 entry of this formula, charge and spin) (kcal/mol): 100.7
E (eV): -8897.329

Each line ends with the Mulliken charge.
Cartesian coordinates (Å):
C (-2.5215, -1.7583, -1.9926)  -0.84
C (-2.2643, -1.3258, -0.7467)  -0.06
C (-0.8155, -1.1763, -0.4038)  -0.47
N (-0.4793, -1.0649, 1.2031)  -0.45
C (-0.1975, 0.3419, 1.6569)  0.00
C (0.0502, 0.8266, 2.8746)  -0.59
H (-3.5510, -1.8958, -2.3061)  0.27
H (-1.6630, -1.7493, -2.6346)  0.27
H (-3.0574, -1.1143, -0.0450)  0.37
H (-0.2748, -0.3274, -0.8780)  0.24
H (-0.6827, -2.2325, -0.8129)  0.40
H (0.2811, -1.7377, 1.3735)  0.25
H (-0.1246, 1.0350, 0.7901)  0.13
H (-0.0702, 0.0222, 3.6928)  0.25
H (0.0845, 1.9926, 2.9601)  0.23
O (5.3196, 3.1330, -1.8448)  -0.64
H (4.7451, 3.8524, -2.0367)  0.31
H (5.2212, 3.1785, -0.8501)  0.32

Cartesian forces (eV/Å) of the 3 atoms listed first:
-0.717 1.152 1.656
-0.929 0.607 -1.014
0.590 -0.741 2.755

[5]
Formula: C3H9N3S
Source: the Open Molecules 2025 dataset
Level of theory: ωB97M-V/def2-TZVPD

Results
LUMO (eV): 0.91
HOMO-LUMO gap (eV): 8.8439
Relative energy (zero: lowest compared OMol25 entry of this formula, charge and spin) (kcal/mol): 32.2
E (eV): -18561.282

Each line ends with the Mulliken charge.
Cartesian coordinates (Å):
C (1.8098, -1.2518, 0.4451)  -0.84
N (0.9121, -0.9583, -0.6652)  -0.45
C (-0.1604, -0.1214, -0.3439)  0.55
N (-0.1053, 1.1245, -0.1441)  -0.29
N (1.1962, 1.6174, -0.1559)  -0.59
S (-1.6949, -0.9414, -0.2816)  -0.13
C (-2.7432, 0.4058, 0.2318)  -0.81
H (1.4826, -2.1113, 1.0839)  0.29
H (1.8247, -0.3650, 1.0533)  0.40
H (2.8251, -1.4904, 0.0816)  0.25
H (0.5678, -1.8064, -1.0871)  0.29
H (1.1121, 2.5958, -0.2728)  0.26
H (1.7885, 1.1875, -0.8476)  0.20
H (-3.7137, 0.0907, 0.5875)  0.35
H (-2.1859, 0.9965, 0.9601)  0.26
H (-2.9156, 1.0277, -0.6454)  0.26

Cartesian forces (eV/Å) of the 3 atoms listed first:
0.352 -0.852 0.404
0.113 -0.225 -0.252
-0.707 -0.260 -0.236

[6]
Formula: C16H12CrF9N3O4
Source: the Open Molecules 2025 dataset
Level of theory: ωB97M-V/def2-TZVPD

Results
2S+1: 5
LUMO (alpha / beta) (eV): 4.89 / 4.88
HOMO-LUMO gap (alpha / beta) (eV): 4.8050 / 6.7212
Total charge: -2
Relative energy (zero: lowest compared OMol25 entry of this formula, charge and spin) (kcal/mol): 18.1
⟨S²⟩: 6.05
E (eV): -82330.653

Each line ends with the Mulliken charge.
Cartesian coordinates (Å):
Cr (-0.8127, 0.2424, -0.1474)  0.03
N (1.3335, 0.1469, 0.2654)  -0.22
C (1.5057, 0.0347, 1.7215)  -0.47
C (0.1788, -0.2433, 2.4743)  0.29
O (0.1991, -0.2639, 3.7134)  -0.83
N (-0.8479, -0.4134, 1.6707)  0.59
C (-2.1551, -0.6008, 2.2440)  -0.71
C (-3.2351, -0.3016, 1.1770)  0.47
O (-4.4131, -0.5364, 1.4466)  -0.81
O (-2.8158, 0.1972, 0.0897)  -0.36
H (1.5992, -0.7390, -0.1743)  0.07
H (1.9591, 0.8646, -0.0988)  0.26
H (1.8929, 0.9783, 2.1211)  0.24
H (2.2218, -0.7553, 1.9857)  0.36
H (-2.3212, 0.0791, 3.0938)  0.31
H (-2.2855, -1.6248, 2.6155)  0.33
F (1.4591, 3.5480, -1.9353)  -0.26
C (0.2180, 4.0424, -1.9752)  0.43
F (0.3078, 5.2835, -1.4558)  -0.27
F (-0.0844, 4.2177, -3.2671)  -0.29
C (-0.7944, 3.0552, -1.2738)  1.49
O (-0.5810, 1.8418, -1.6842)  -0.98
C (-2.2335, 3.5926, -1.6144)  0.48
F (-2.3136, 4.9480, -1.5783)  -0.32
F (-3.1673, 3.1547, -0.7776)  -0.23
F (-2.6004, 3.2457, -2.8466)  -0.28
C (-0.5948, 3.2581, 0.2750)  0.30
F (-0.7433, 4.5327, 0.6890)  -0.29
F (-1.4263, 2.5425, 1.0282)  -0.21
F (0.6535, 2.9007, 0.6173)  -0.29
C (-0.7173, -1.6200, -1.3634)  -1.62
C (0.3696, -2.4453, -0.9650)  1.19
C (1.6648, -2.3666, -1.5599)  -0.68
C (2.7142, -3.1191, -1.1176)  -0.45
C (2.5730, -4.0068, -0.0175)  0.20
C (1.2986, -4.0485, 0.6248)  -0.87
C (0.2584, -3.3050, 0.1646)  -0.24
C (3.6176, -4.7985, 0.4062)  0.25
N (4.4996, -5.4824, 0.7527)  -0.73
H (-1.6924, -2.0446, -1.1295)  0.35
H (-0.6655, -1.2654, -2.3934)  0.42
H (1.8024, -1.6914, -2.3994)  0.30
H (3.6887, -3.0441, -1.5893)  0.39
H (1.1808, -4.6680, 1.5066)  0.38
H (-0.6943, -3.3219, 0.6792)  0.28

Cartesian forces (eV/Å) of the 3 atoms listed first:
0.092 0.697 -1.391
0.282 0.019 -0.122
-0.143 -0.015 0.637

[7]
Formula: C3H34N2O14
Source: the Open Molecules 2025 dataset
Level of theory: ωB97M-V/def2-TZVPD

Results
LUMO (eV): 0.12
HOMO-LUMO gap (eV): 9.1668
Relative energy (zero: lowest compared OMol25 entry of this formula, charge and spin) (kcal/mol): 53.1
E (eV): -35308.245

Each line ends with the Mulliken charge.
Cartesian coordinates (Å):
N (-0.7988, -1.1102, 0.2622)  0.00
C (-1.9976, -1.7536, -0.2824)  0.49
C (-1.7244, -2.5972, -1.5782)  -1.47
C (-3.0378, -0.6258, -0.6738)  0.16
N (-3.4826, 0.0537, 0.4422)  -0.46
O (-3.5903, -0.5593, -1.7529)  -0.71
H (-0.0101, -1.0896, -0.3394)  0.18
H (-0.5132, -1.7191, 1.0448)  -0.01
H (-2.5691, -2.2160, 0.4872)  0.50
H (-0.7138, -2.6443, -1.9776)  0.38
H (-2.3114, -2.1422, -2.4108)  0.36
H (-1.9637, -3.6025, -1.3235)  0.29
H (-4.3769, 0.6305, 0.4390)  0.24
H (-2.8542, 0.1393, 1.2901)  0.20
H (4.2651, 1.2578, 1.4764)  0.36
H (5.0779, 0.8383, 0.1589)  0.31
O (4.8113, 1.5767, 0.7275)  -0.70
H (-0.0953, 2.9723, 0.6965)  0.44
H (1.3208, 3.3978, 1.0878)  0.42
O (0.3997, 3.3807, 1.4381)  -0.74
H (-1.7244, 2.4587, 3.2136)  0.28
H (-1.2488, 1.0242, 2.6539)  0.34
O (-1.9854, 1.6730, 2.6674)  -0.69
H (1.4880, 0.2836, 2.5715)  0.39
H (1.0269, 1.8425, 2.3113)  0.38
O (0.8532, 1.0008, 2.7936)  -0.73
H (2.1044, 0.1798, -2.2695)  0.35
H (3.5395, 0.1010, -1.9252)  0.27
O (2.6730, 0.1195, -1.4794)  -0.50
H (-0.4195, 1.1025, -1.0798)  0.07
H (-0.7811, 2.1792, -2.0433)  0.32
O (-0.2821, 1.3431, -1.9963)  -0.52
H (3.2242, 2.2598, 0.1420)  0.34
H (1.7609, 1.7357, -0.4245)  0.31
O (2.2758, 2.2671, 0.2015)  -0.59
H (-0.8331, -2.9886, 3.3943)  0.29
H (-1.6041, -3.5972, 2.0957)  0.28
O (-0.8166, -3.1341, 2.4215)  -0.59
H (-1.3766, 0.4136, -4.6477)  0.32
H (-1.9221, 0.1756, -3.2520)  0.33
O (-1.4452, -0.2376, -3.9725)  -0.67
H (2.4643, -0.1885, 0.7642)  0.40
H (1.8175, -1.0340, 1.7523)  0.27
O (2.6310, -0.5226, 1.6355)  -0.79
H (1.4696, -0.6291, -4.4595)  0.25
H (0.1771, -0.0213, -3.7081)  0.40
O (1.1700, -0.0659, -3.7682)  -0.70
H (2.2772, -3.8316, 1.1531)  0.23
H (2.2961, -3.3697, 2.5069)  0.29
O (1.8559, -3.1275, 1.6698)  -0.50
H (-2.4238, 2.0314, 0.7474)  0.32
H (-2.0313, 3.5935, 0.8014)  0.27
O (-2.0459, 2.7757, 0.3171)  -0.64

Cartesian forces (eV/Å) of the 3 atoms listed first:
-0.643 -0.659 2.293
1.085 2.218 -3.313
-0.677 0.964 0.233

> Which of these has the lowest E?

C16H12CrF9N3O4

> Look up the E of the fourth one.

-8897.329 eV

> Which value of relative energy (zero: lowest compared OMol25 entry of this formula, charge and spin) does entry 7 give?

53.1 kcal/mol

> The highest relative energy (zero: lowest compared OMol25 entry of this formula, charge and spin) belongs to which entry?

C19H21N3O5S